(1)
17
Properties=species:S:1:pos:R:3 method="wB97M-V/def2-TZVPD" spin_multiplicity=2 homo_lumo_gap_ev="10.194 / 6.543" charge=+1 homo_ev="-14.0 / -13.9"
C 1.23558 1.29727 -0.91730
N -1.03788 1.78862 0.23706
C -0.54833 0.46889 0.31249
C 0.51733 0.10005 -0.45354
C 0.90348 -1.26695 -0.65616
C 0.15338 -2.17218 0.03214
C -0.92342 -1.75726 0.85006
C -1.31499 -0.40932 1.17680
H 2.20493 1.07182 -1.36503
H 0.74912 1.79882 -1.75563
H 1.40698 2.07791 -0.14558
H -1.35682 2.20436 1.15620
H -0.83160 2.35474 -0.57280
H 1.84553 -1.52834 -1.13459
H 0.34475 -3.30760 -0.08109
H -1.40797 -2.59772 1.21830
H -1.94006 -0.12313 2.09869



(2)
19
Properties=species:S:1:pos:R:3 method="wB97M-V/def2-TZVPD" homo_lumo_gap_ev=8.894 charge=+1 homo_ev=-12.8
C -1.44921 -1.43480 0.96140
C -0.33123 -1.53428 0.05235
C -2.20932 -0.39880 1.36167
C -2.68764 1.95317 1.15009
C 1.42040 -0.01105 -1.34196
C 0.37078 -0.59156 -0.54263
C 2.84950 -0.00225 -0.88037
N -2.11075 0.90601 0.97572
N 0.46294 0.86323 -0.58198
O -3.04761 3.04260 1.16064
H -1.73456 -2.38700 1.38261
H -0.02500 -2.54662 -0.17876
H -3.01355 -0.61706 2.05819
H 1.29200 0.03255 -2.42068
H 3.40661 -0.75877 -1.43299
H 2.92784 -0.22723 0.18364
H 3.31824 0.96345 -1.07554
H 0.81120 1.35021 0.24562
H -0.25064 1.39819 -1.07705



(3)
26
Properties=species:S:1:pos:R:3 method="wB97M-V/def2-TZVPD" spin_multiplicity=2 homo_lumo_gap_ev="5.973 / 6.245" charge=-2 homo_ev="-0.7 / -1.0"
Ti -1.78745 -0.49429 -0.27192
O -0.67104 -1.69275 1.31687
C 0.39663 -0.90975 1.84478
C 1.30288 -0.59735 0.66632
N 0.53872 -0.04846 -0.46366
C 0.94243 -0.66969 -1.73633
C 0.08731 -1.88813 -2.11659
O 0.60603 -2.74091 -2.83793
O -1.11212 -1.84935 -1.69520
C 0.59100 1.41534 -0.58555
C -0.54216 1.87096 -1.52354
O -0.37825 2.87331 -2.20641
O -1.58251 1.11576 -1.49881
H -1.49860 -1.62770 1.84419
H 0.95337 -1.48719 2.59212
H 0.01987 0.00089 2.30838
H 1.76446 -1.53134 0.33963
H 2.09746 0.08842 0.98209
H 2.00004 -0.94752 -1.73686
H 0.79521 0.05085 -2.54366
H 1.55666 1.75636 -0.97525
H 0.43221 1.88029 0.38794
Se -2.22368 1.45153 1.98790
C -0.73933 2.41634 2.45585
N 0.21968 2.98540 2.78693
Se -3.76879 -1.42097 0.67869



(4)
20
Properties=species:S:1:pos:R:3 method="wB97M-V/def2-TZVPD" homo_lumo_gap_ev="8.333 / 8.333" charge=0 homo_ev="-8.7 / -8.7"
C -3.50694 0.08018 1.00124
C -3.60321 -1.28733 0.98489
C -1.56239 -0.66371 0.86157
C 1.96191 0.97193 -1.38867
C 2.01121 1.60756 -0.19998
C 1.45265 -0.42792 -1.50675
C 1.94160 0.73229 1.04443
N -2.15538 0.49045 0.95116
N -2.27115 -1.77155 0.92422
O 1.75558 -2.08526 0.91546
P 1.12579 -0.85136 0.34767
H -4.18451 0.84294 1.04278
H -4.29885 -2.07314 1.08923
H 2.09474 1.33215 -2.35192
H 2.35645 2.58083 -0.22154
H 0.54981 -0.55839 -2.07577
H 2.06064 -1.32664 -1.73181
H 2.86379 0.33895 1.38923
H 1.24004 1.24681 1.74475
H -2.16606 -2.64266 0.47277



(5)
19
Properties=species:S:1:pos:R:3 method="wB97M-V/def2-TZVPD" homo_lumo_gap_ev=9.752 charge=0 homo_ev=-9.5
C 1.03191 2.39431 -0.03683
C 1.70653 -1.90731 -0.88421
C 0.89484 -0.81894 -0.96314
C 1.50317 -1.11469 1.11045
C -2.27847 -0.23539 0.14963
C -1.34266 1.01217 -0.03427
C 0.03420 0.86363 0.58130
N 1.73242 3.23835 -0.34863
N 1.96543 -2.11102 0.42408
N 0.76922 -0.30708 0.30653
H 2.08193 -2.52643 -1.58202
H 0.69113 -0.22950 -1.83980
H 1.66384 -0.92062 2.10618
H -2.66910 -0.63388 1.07040
H -1.66566 -0.85633 -0.50016
H -3.21444 0.14644 -0.40503
H -1.18177 1.16764 -1.13654
H -1.90493 1.87716 0.32242
H 0.18241 0.96146 1.65962



(6)
19
Properties=species:S:1:pos:R:3 method="wB97M-V/def2-TZVPD" homo_lumo_gap_ev=9.579 charge=0 homo_ev=-8.9 smiles="CC1(C)C=Nc2ccnn21"
C 2.69592 0.21663 0.00165
C 2.47422 -1.16823 -0.00627
C 1.42393 0.74981 -0.01008
C -0.44330 1.82904 0.04019
C -0.82830 0.05902 0.00066
C -1.53846 -0.38469 1.26617
C -1.56737 -0.27913 -1.28094
N 1.18104 -1.46330 -0.01877
N 0.80287 1.97327 0.02057
N 0.55333 -0.30394 -0.02034
H 3.62886 0.74006 0.00067
H 3.19867 -1.95909 -0.00063
H -1.18324 2.59933 0.07299
H -1.50151 -1.47245 1.32600
H -2.57688 -0.06796 1.24942
H -1.06073 0.02754 2.15183
H -1.96225 -1.29093 -1.22606
H -0.89857 -0.21255 -2.13694
H -2.39825 0.40759 -1.43012



(7)
19
Properties=species:S:1:pos:R:3 method="wB97M-V/def2-TZVPD" homo_lumo_gap_ev=8.018 charge=0 homo_ev=-7.9 smiles="C[C@@H]1CN=Cc2nccn21"
C -0.88567 -2.33339 1.08043
C -0.97754 -0.98807 1.35841
C 0.54232 -1.67495 -0.33919
C 1.38593 -1.13553 -1.32844
C 1.35746 1.07584 -0.49696
C 0.12843 1.05531 0.39643
C -1.10800 1.81980 -0.31882
N -0.02263 -2.66812 0.10833
N 1.64501 0.11471 -1.47221
N -0.15984 -0.28973 0.58739
H -1.48233 -3.22846 1.55602
H -1.77883 -0.60903 1.90070
H 1.46246 -1.77679 -2.15115
H 1.45040 2.02251 -1.04034
H 2.32416 1.17783 0.16302
H 0.37106 1.52709 1.25218
H -2.01116 1.76391 0.25348
H -1.30216 1.34812 -1.15303
H -0.93906 2.79897 -0.35622



(8)
19
Properties=species:S:1:pos:R:3 method="wB97M-V/def2-TZVPD" homo_lumo_gap_ev=7.436 charge=0 homo_ev=-6.8
C 1.33789 1.17600 1.03302
C 1.40817 0.58596 -0.09680
C -1.42407 -0.18251 -0.21400
C -0.82325 -2.32809 -0.12041
C -2.17628 -2.22374 -0.13507
C 0.71052 1.87721 1.99381
C 2.22541 1.18543 -1.26360
N 0.91043 -0.69651 -0.34420
N -0.34317 -0.97917 -0.21100
N -2.55601 -0.89213 -0.07541
H -0.14289 -3.17334 -0.11920
H -3.00965 -2.89073 -0.14833
H -0.01263 2.57178 1.69325
H -1.21437 0.76260 -0.54352
H 1.16829 1.90789 2.91207
H 2.50987 0.34696 -1.97750
H 1.68567 1.91761 -1.86076
H 3.18363 1.59568 -0.73583
H -3.43757 -0.56089 0.21348



(9)
20
Properties=species:S:1:pos:R:3 method="wB97M-V/def2-TZVPD" homo_lumo_gap_ev="7.464 / 7.463" charge=0 homo_ev="-7.8 / -7.8" smiles="C=C1C=CN/C1=N/C=N/OC"
C -0.12091 -2.89321 -1.97111
C 1.17947 -2.81363 -2.25127
C -1.67491 -1.18104 -0.98688
C -0.47305 -1.63639 -1.32868
C 0.76450 -0.85357 -1.20603
C 0.53400 1.41920 -0.32465
C 0.23933 3.08703 2.63063
N 1.03385 0.38528 -0.98898
N 1.72014 -1.68257 -1.68787
N 0.18693 1.55709 0.91879
O -0.04956 2.93193 1.23068
H -0.77137 -3.62760 -2.33195
H 1.90097 -3.60353 -2.69165
H -2.47685 -1.84833 -0.87981
H 0.86853 2.35231 -0.77411
H -1.75936 -0.10417 -0.66123
H -0.69813 3.27537 3.19579
H 0.92346 4.06617 2.66058
H 0.81894 2.18893 2.88548
H 2.68036 -1.26708 -1.90421



(10)
21
Properties=species:S:1:pos:R:3 method="wB97M-V/def2-TZVPD" homo_lumo_gap_ev=9.074 charge=0 homo_ev=-8.8
C 1.69031 -0.99982 -0.42841
C 2.67378 -0.05106 -1.03830
C 3.08839 0.84243 0.09352
C 2.52260 0.39571 1.20448
C -2.02305 -0.52122 1.40900
C -1.95587 0.34393 0.15929
C -0.87295 1.24568 -0.18788
H 2.14162 0.47696 -1.83825
H 3.51764 -0.60932 -1.45945
H 3.84502 1.62225 0.06059
H 2.67759 0.67758 2.23864
H 0.92884 -0.99754 1.49835
H -3.00570 -0.38129 1.87175
H -1.87658 -1.56073 1.12691
H -1.24017 -0.21419 2.11491
H -3.97155 -0.70182 0.46878
N 1.65972 -0.66875 0.90742
N -2.90960 0.38887 -0.69096
N -0.15718 2.10096 -0.50261
O 1.02782 -1.88865 -0.94283
O -4.01613 -0.43552 -0.47584



(11)
21
Properties=species:S:1:pos:R:3 method="wB97M-V/def2-TZVPD" homo_lumo_gap_ev=6.812 charge=0 homo_ev=-9.6 smiles="C[C@H]1CC(=O)N1.O=C1C=NN=C1"
C -0.64960 3.13836 -0.11775
C -0.83399 3.57159 -1.44567
C -1.59647 3.97784 0.53178
C 0.02042 -3.34595 -0.74418
C 0.14428 -2.33906 0.37654
C 1.43615 -2.42785 1.20160
C 1.71210 -1.01838 0.74065
H -0.32335 3.29690 -2.35227
H -1.77462 3.97641 1.58642
H -0.07247 -4.34526 -0.33023
H 0.90259 -3.31344 -1.39356
H -0.87721 -3.16043 -1.34913
H -0.74768 -2.31696 1.01516
H 1.33819 -2.54505 2.28804
H 2.14899 -3.16947 0.82064
H 0.08797 -0.16824 -0.32686
N -1.80469 4.43739 -1.52558
N -2.26777 4.73113 -0.30503
N 0.58993 -0.99813 -0.03666
O 0.00536 2.22171 0.38462
O 2.56188 -0.20309 0.98146



(12)
18
Properties=species:S:1:pos:R:3 method="wB97M-V/def2-TZVPD" homo_lumo_gap_ev=9.623 charge=0 homo_ev=-8.7 smiles="CC1=CC[C@H]2CC(=O)N12"
C 1.49697 -0.24695 0.19037
C 0.75316 0.83092 -0.19924
C -1.74101 0.38639 0.30799
C 0.78284 -1.51815 -0.01241
C -1.77175 -1.13298 0.40356
C -0.60882 -1.08382 -0.61987
C 1.11538 2.29454 -0.30327
N -0.69810 0.31073 -0.66950
O -2.28304 1.31754 0.82657
H 2.46812 -0.29459 0.44430
H 1.45674 -2.11824 -0.58259
H 0.50196 -2.22914 0.88415
H -1.40399 -1.40371 1.43637
H -2.76648 -1.63254 0.16966
H -0.85817 -1.54578 -1.56429
H 1.10684 2.66127 0.73213
H 0.33688 2.83741 -0.76684
H 2.11248 2.56708 -0.67710



Energy per entry: -326.55949, -456.56394, -6410.40812, -798.11302, -436.29868, -436.35193, -436.27141, -436.21150, -511.48818, -586.79549, -586.76509, -402.05192 a.u.
Energy relative to the best compared isomer or geometry (same formula, charge and spin) per entry: 151.66, 238.37, 60.22, 300.16, 308.62, 168.79, 380.20, 537.50, 413.15, 327.98, 407.78, 233.91 kJ/mol